# 1
{
  "formula": "C29H53N2O2P2Sr",
  "method": "the ωB97M-V functional and the def2-TZVPD basis",
  "elements": ["C", "C", "C", "C", "C", "H", "H", "H", "N", "P", "P", "C", "H", "H", "C", "H", "C", "C", "C", "C", "C", "H", "H", "H", "C", "H", "H", "H", "C", "H", "H", "H", "C", "H", "H", "H", "C", "H", "H", "H", "C", "H", "H", "H", "C", "H", "H", "H", "C", "H", "H", "H", "C", "H", "H", "H", "C", "H", "H", "H", "C", "H", "H", "H", "C", "H", "H", "H", "Sr", "C", "O", "N", "C", "C", "C", "C", "C", "H", "H", "H", "H", "H", "H", "H", "H", "H", "O", "H", "H"],
  "xyz": [[2.304, -1.289, -1.755], [1.146, 0.500, -2.712], [3.179, -1.353, -2.840], [1.964, 0.450, -3.847], [2.991, -0.484, -3.905], [3.951, -2.119, -2.857], [1.805, 1.187, -4.635], [3.616, -0.544, -4.796], [1.326, -0.367, -1.686], [0.757, -2.642, 0.140], [-0.041, 2.430, -0.932], [2.417, -2.323, -0.629], [2.834, -3.254, -1.046], [3.113, -1.961, 0.145], [0.016, 1.510, -2.610], [0.078, 2.279, -3.398], [-1.696, 3.418, -0.863], [1.480, 3.561, -0.738], [-0.338, -3.663, -1.097], [0.940, -3.378, 1.905], [-2.758, 2.543, -0.163], [-2.637, 2.534, 0.929], [-3.759, 2.946, -0.380], [-2.786, 1.505, -0.534], [-1.558, 4.723, -0.056], [-1.262, 4.539, 0.987], [-0.843, 5.426, -0.505], [-2.550, 5.207, -0.044], [-2.163, 3.732, -2.286], [-2.929, 4.520, -2.224], [-1.354, 4.099, -2.930], [-2.627, 2.857, -2.764], [1.484, 4.131, 0.708], [0.930, 3.482, 1.401], [2.522, 4.188, 1.073], [1.051, 5.139, 0.762], [2.733, 2.681, -0.924], [2.667, 1.743, -0.360], [2.913, 2.454, -1.984], [3.608, 3.232, -0.547], [1.447, 4.663, -1.810], [0.683, 4.464, -2.577], [1.263, 5.649, -1.356], [2.416, 4.722, -2.329], [-0.463, -3.558, 2.513], [-0.376, -4.058, 3.491], [-0.969, -2.594, 2.693], [-1.121, -4.170, 1.882], [1.743, -2.401, 2.794], [2.695, -2.097, 2.341], [1.178, -1.492, 3.045], [1.973, -2.904, 3.747], [1.681, -4.714, 1.794], [2.460, -4.675, 1.018], [2.169, -4.919, 2.757], [1.006, -5.557, 1.584], [0.016, -3.269, -2.544], [1.052, -3.527, -2.804], [-0.650, -3.805, -3.242], [-0.138, -2.196, -2.725], [-1.833, -3.325, -0.830], [-2.247, -2.652, -1.598], [-2.429, -4.253, -0.830], [-2.011, -2.842, 0.147], [-0.080, -5.164, -0.905], [0.994, -5.401, -0.954], [-0.502, -5.546, 0.038], [-0.588, -5.698, -1.724], [-0.745, -0.152, 0.365], [1.717, 0.837, 1.621], [2.635, 1.053, 2.286], [-1.799, 0.023, -1.751], [-1.386, 0.617, -2.750], [-2.147, 0.478, -4.181], [-1.681, 1.496, -5.217], [-1.843, -0.927, -4.711], [-3.668, 0.592, -3.909], [-1.808, 2.531, -4.880], [-0.625, 1.335, -5.461], [-2.248, 1.397, -6.156], [-2.139, -1.696, -3.985], [-2.378, -1.139, -5.652], [-0.772, -1.045, -4.913], [-4.183, 1.230, -4.645], [-4.156, -0.389, -3.956], [-3.868, 0.983, -2.904], [-1.616, 0.404, 2.663], [-2.149, 1.195, 2.908], [-1.298, 0.049, 3.515]],
  "total_charge": 1,
  "homo_energy_ha": -0.3385,
  "energy_ev": -57417.353,
  "fmax_ev_per_a": 3.8
}



# 2
{
  "formula": "C29H54BN7NiO6P2",
  "method": "the ωB97M-V functional and the def2-TZVPD basis",
  "elements": ["Ni", "C", "C", "C", "C", "C", "C", "C", "C", "C", "N", "N", "B", "N", "N", "C", "C", "C", "C", "C", "C", "C", "C", "C", "N", "N", "C", "C", "C", "C", "C", "C", "C", "C", "C", "H", "H", "H", "H", "H", "H", "H", "H", "H", "H", "H", "H", "H", "H", "H", "H", "H", "H", "H", "H", "H", "H", "H", "H", "H", "H", "H", "H", "H", "H", "H", "H", "H", "H", "H", "H", "H", "H", "H", "H", "H", "H", "H", "H", "H", "H", "N", "C", "C", "P", "O", "O", "O", "P", "O", "O", "O", "H", "H", "H", "H", "H", "H", "H", "H"],
  "xyz": [[-1.275, 0.770, -0.784], [-2.935, 0.950, 3.693], [-2.254, 1.918, 2.717], [-2.217, 3.330, 3.299], [-0.890, 1.388, 2.393], [0.228, 1.269, 3.237], [1.159, 0.544, 2.528], [2.563, 0.194, 2.922], [3.430, 1.460, 2.913], [2.598, -0.473, 4.300], [0.614, 0.245, 1.323], [-0.629, 0.780, 1.246], [0.854, -1.004, 0.442], [-0.504, -1.796, 0.427], [-1.593, -1.168, -0.090], [-2.626, -2.011, -0.076], [-2.179, -3.228, 0.464], [-0.839, -3.057, 0.760], [-0.003, -4.099, 1.455], [-0.135, -3.917, 2.974], [1.469, -4.180, 1.043], [-4.021, -1.690, -0.570], [-5.034, -2.465, 0.274], [-4.387, -0.205, -0.555], [1.196, -0.664, -1.040], [0.135, -0.524, -1.888], [0.517, -0.938, -3.088], [1.878, -1.306, -3.032], [2.270, -1.131, -1.730], [3.620, -1.326, -1.108], [4.581, -2.018, -2.071], [4.181, 0.035, -0.672], [-0.379, -1.265, -4.255], [-1.368, -2.350, -3.808], [-1.127, -0.106, -4.911], [-3.963, 1.268, 3.880], [-2.400, 0.929, 4.645], [-2.951, -0.064, 3.289], [-2.816, 1.938, 1.784], [-1.654, 3.352, 4.234], [-3.232, 3.679, 3.497], [-1.746, 4.016, 2.599], [0.334, 1.669, 4.232], [2.964, -0.505, 2.185], [3.000, 2.217, 3.569], [3.494, 1.882, 1.908], [4.440, 1.232, 3.257], [2.277, 0.229, 5.071], [3.611, -0.800, 4.539], [1.937, -1.340, 4.327], [1.742, -1.638, 0.903], [-2.747, -4.128, 0.632], [-0.472, -5.049, 1.187], [0.224, -2.927, 3.264], [0.452, -4.671, 3.503], [-1.177, -4.004, 3.282], [2.064, -3.437, 1.571], [1.588, -4.026, -0.031], [1.862, -5.165, 1.298], [-4.103, -2.047, -1.603], [-4.933, -2.191, 1.326], [-4.881, -3.540, 0.182], [-6.050, -2.236, -0.051], [-4.364, 0.184, 0.464], [-5.390, -0.064, -0.957], [-3.731, 0.388, -1.185], [2.474, -1.658, -3.857], [3.513, -1.950, -0.215], [4.766, -1.390, -2.945], [4.178, -2.972, -2.411], [5.536, -2.203, -1.578], [4.238, 0.700, -1.537], [5.182, -0.076, -0.253], [3.536, 0.485, 0.087], [0.282, -1.699, -5.010], [-1.979, -1.972, -2.989], [-0.846, -3.243, -3.458], [-2.021, -2.630, -4.637], [-1.899, 0.279, -4.250], [-1.593, -0.454, -5.836], [-0.444, 0.707, -5.148], [1.537, 2.816, -1.016], [0.406, 3.638, -1.626], [0.981, 4.974, -2.053], [-0.209, 2.639, -3.061], [-0.921, 3.735, -4.004], [1.018, 2.103, -3.705], [-1.307, 1.740, -2.559], [-0.775, 3.814, -0.180], [-1.499, 5.232, -0.376], [0.215, 3.916, 0.956], [-1.837, 2.760, -0.190], [2.418, 2.963, -1.502], [1.337, 1.812, -1.064], [1.505, 3.125, 0.015], [1.727, 4.829, -2.839], [1.445, 5.490, -1.208], [0.189, 5.604, -2.450], [-0.375, 3.866, -4.793], [-1.049, 5.904, 0.156]],
  "spin_multiplicity": 3,
  "homo_energy_ha": [-0.3149, -0.3135],
  "e_above_lowest_ev": 0.879,
  "energy_ev": -113972.608,
  "fmax_ev_per_a": 1.4
}



# 3
{
  "formula": "C29H54N5O4SiSr",
  "method": "the ωB97M-V functional and the def2-TZVPD basis",
  "elements": ["Sr", "C", "C", "N", "C", "C", "N", "C", "C", "C", "N", "C", "C", "N", "C", "H", "H", "H", "H", "H", "H", "H", "H", "H", "H", "H", "H", "H", "H", "H", "H", "H", "H", "H", "H", "H", "H", "H", "H", "O", "C", "O", "C", "C", "C", "C", "C", "N", "C", "O", "O", "H", "H", "H", "C", "C", "C", "C", "Si", "C", "C", "C", "C", "C", "C", "C", "C", "H", "H", "H", "H", "H", "H", "H", "H", "H", "H", "H", "H", "H", "H", "H", "H", "H", "H", "H", "H", "H", "H", "H", "H", "H", "H", "H"],
  "xyz": [[-0.232, -0.070, 1.061], [3.536, 0.617, 3.089], [3.671, 0.128, 1.640], [2.845, 0.866, 0.679], [3.418, 2.169, 0.348], [2.782, 2.765, -0.892], [1.359, 3.046, -0.756], [0.961, 4.449, -0.728], [1.052, 5.138, 0.634], [-0.066, 4.680, 1.567], [0.122, 3.320, 2.068], [0.922, 3.258, 3.281], [0.684, 1.965, 4.043], [1.068, 0.754, 3.319], [2.287, 0.084, 3.775], [3.555, 1.712, 3.121], [4.410, 0.271, 3.650], [3.380, -0.925, 1.597], [4.729, 0.185, 1.353], [2.744, 0.323, -0.173], [4.501, 2.083, 0.185], [3.272, 2.852, 1.190], [2.955, 2.064, -1.722], [3.309, 3.686, -1.152], [0.992, 2.589, 0.067], [-0.080, 4.516, -1.063], [1.554, 4.985, -1.472], [0.979, 6.222, 0.500], [2.029, 4.935, 1.091], [-1.006, 4.694, 1.008], [-0.177, 5.396, 2.395], [-0.788, 2.892, 2.217], [0.669, 4.089, 3.957], [1.987, 3.361, 3.047], [-0.382, 1.916, 4.284], [1.224, 2.020, 4.994], [0.313, 0.078, 3.351], [2.191, -0.969, 3.515], [2.388, 0.147, 4.867], [0.193, -3.837, 3.180], [-0.091, -2.747, 2.705], [0.656, -1.924, 2.053], [-1.538, -2.253, 2.861], [-2.602, -3.105, 3.093], [-3.884, -2.567, 3.091], [-4.075, -1.211, 2.851], [-2.961, -0.424, 2.628], [-1.724, -0.941, 2.658], [-3.047, 1.049, 2.202], [-4.061, 1.669, 2.490], [-2.005, 1.449, 1.557], [-2.405, -4.158, 3.245], [-4.739, -3.214, 3.248], [-5.054, -0.753, 2.807], [0.312, -3.771, -3.331], [0.715, -2.732, -2.268], [1.053, -3.499, -0.976], [2.040, -2.098, -2.716], [-0.611, -1.306, -1.853], [-0.626, -0.064, -3.401], [-0.539, -0.676, -4.807], [-1.896, 0.798, -3.340], [0.541, 0.928, -3.252], [-2.384, -2.196, -1.808], [-2.308, -3.446, -0.923], [-3.006, -2.609, -3.149], [-3.370, -1.250, -1.097], [1.170, -4.424, -3.567], [-0.021, -3.316, -4.265], [-0.492, -4.421, -2.973], [1.828, -4.257, -1.188], [0.195, -4.025, -0.550], [1.441, -2.838, -0.194], [2.825, -2.870, -2.749], [2.370, -1.319, -2.016], [1.981, -1.652, -3.710], [-1.361, -1.366, -5.015], [0.397, -1.216, -4.964], [-0.580, 0.124, -5.567], [-2.799, 0.233, -3.583], [-1.818, 1.621, -4.071], [-2.033, 1.250, -2.349], [1.519, 0.448, -3.332], [0.511, 1.460, -2.300], [0.484, 1.688, -4.050], [-1.776, -4.270, -1.404], [-3.327, -3.800, -0.693], [-1.809, -3.239, 0.034], [-2.355, -3.277, -3.720], [-3.231, -1.744, -3.778], [-3.959, -3.141, -2.978], [-3.055, -1.054, -0.063], [-4.369, -1.717, -1.048], [-3.479, -0.283, -1.589]],
  "total_charge": -1,
  "homo_energy_ha": -0.1294,
  "e_above_lowest_ev": 1.316,
  "energy_ev": -55308.706,
  "fmax_ev_per_a": 3.4
}



# 4
{
  "formula": "C29H55BBrN6O9S",
  "method": "the ωB97M-V functional and the def2-TZVPD basis",
  "elements": ["C", "C", "C", "Br", "C", "C", "C", "O", "B", "C", "C", "C", "N", "C", "C", "O", "C", "C", "C", "O", "N", "C", "C", "S", "C", "O", "O", "H", "H", "H", "H", "H", "H", "H", "H", "H", "H", "H", "H", "H", "H", "H", "H", "H", "H", "H", "H", "H", "H", "H", "H", "H", "H", "H", "C", "O", "N", "C", "C", "H", "H", "H", "H", "H", "H", "H", "C", "O", "N", "C", "C", "H", "H", "H", "H", "H", "H", "H", "C", "O", "N", "C", "C", "H", "H", "H", "H", "H", "H", "H", "C", "O", "N", "C", "C", "H", "H", "H", "H", "H", "H", "H"],
  "xyz": [[1.929, -4.425, 2.427], [2.392, -2.839, 2.336], [1.282, -1.945, 1.459], [2.351, -0.841, 0.186], [0.241, -1.101, 2.430], [0.846, -0.246, 3.705], [2.305, 0.445, 3.458], [-0.374, -2.251, 3.180], [-1.628, -2.846, 2.622], [-1.691, -4.459, 2.318], [-2.030, -5.177, 0.897], [-2.071, -6.777, 0.805], [-1.807, -7.842, 1.811], [-1.511, -7.138, 3.089], [-1.447, -5.583, 3.470], [-1.883, -1.884, 1.490], [-1.198, -0.574, 1.753], [-2.229, 0.297, 2.681], [-3.817, -0.014, 2.482], [-4.479, -0.213, 1.342], [-4.653, -0.161, 3.771], [-5.705, 0.921, 3.871], [-5.339, -1.515, 3.818], [-1.001, 0.606, 0.261], [0.270, 1.972, 0.679], [-0.686, -0.135, -1.062], [-2.327, 1.416, -0.022], [1.177, -4.507, 3.348], [1.355, -4.790, 1.462], [2.830, -5.148, 2.688], [2.562, -2.425, 3.416], [3.391, -2.836, 1.684], [0.730, -2.761, 0.785], [0.994, -1.026, 4.598], [0.131, 0.580, 4.123], [2.358, 1.180, 2.548], [3.187, -0.340, 3.290], [2.592, 1.065, 4.416], [-2.571, -2.614, 3.305], [-2.247, -4.521, -0.057], [-2.366, -7.212, -0.270], [-1.282, -7.887, 3.993], [-1.224, -5.248, 4.578], [-1.948, 1.443, 2.567], [-1.964, 0.030, 3.814], [-5.947, 1.037, 5.034], [-5.350, 1.974, 3.506], [-6.730, 0.566, 3.386], [-4.623, -2.405, 4.129], [-6.184, -1.462, 4.660], [-5.892, -1.820, 2.833], [-0.170, 3.055, 0.439], [0.446, 1.964, 1.850], [1.254, 1.883, 0.051], [0.727, 4.076, -2.979], [1.200, 5.182, -3.208], [0.039, 3.295, -3.884], [-0.491, 1.994, -3.533], [-0.160, 3.792, -5.229], [0.821, 3.604, -1.987], [-0.041, 1.240, -4.186], [-1.575, 2.002, -3.678], [-0.270, 1.744, -2.492], [0.816, 3.977, -5.688], [-0.711, 4.735, -5.182], [-0.718, 3.068, -5.830], [5.813, -2.238, -0.982], [6.304, -3.097, -0.260], [6.486, -1.530, -1.956], [5.832, -0.527, -2.770], [7.892, -1.799, -2.172], [4.750, -1.956, -0.900], [5.909, -0.819, -3.822], [6.333, 0.434, -2.619], [4.777, -0.427, -2.502], [8.016, -2.852, -2.441], [8.438, -1.606, -1.244], [8.287, -1.166, -2.971], [5.447, 6.176, -1.653], [5.150, 5.059, -1.248], [4.843, 6.833, -2.703], [5.253, 8.158, -3.122], [3.763, 6.179, -3.412], [6.255, 6.762, -1.184], [4.400, 8.837, -3.034], [5.580, 8.114, -4.165], [6.074, 8.531, -2.504], [2.956, 5.959, -2.706], [4.131, 5.239, -3.832], [3.385, 6.818, -4.215], [-7.651, -0.180, -2.567], [-8.521, -0.798, -3.167], [-6.451, -0.702, -2.134], [-5.471, 0.098, -1.427], [-6.158, -2.096, -2.393], [-7.772, 0.888, -2.318], [-4.539, 0.102, -1.999], [-5.296, -0.345, -0.443], [-5.819, 1.127, -1.301], [-6.177, -2.269, -3.473], [-6.930, -2.715, -1.924], [-5.177, -2.366, -1.993]],
  "total_charge": -1,
  "homo_energy_ha": -0.2139,
  "e_above_lowest_ev": 13.457,
  "energy_ev": -139876.852,
  "fmax_ev_per_a": 8.5
}



# 5
{
  "formula": "C29H55ClEuFN4O2Si",
  "method": "the ωB97M-V functional and the def2-TZVPD basis",
  "elements": ["Eu", "C", "C", "N", "C", "C", "N", "C", "C", "C", "N", "C", "C", "N", "C", "H", "H", "H", "H", "H", "H", "H", "H", "H", "H", "H", "H", "H", "H", "H", "H", "H", "H", "H", "H", "H", "H", "H", "H", "Cl", "C", "C", "C", "C", "O", "C", "C", "O", "C", "H", "H", "H", "H", "C", "C", "C", "C", "Si", "C", "C", "C", "C", "C", "C", "C", "C", "H", "H", "H", "H", "H", "H", "H", "H", "H", "H", "H", "H", "H", "H", "H", "H", "H", "H", "H", "H", "H", "H", "H", "H", "H", "H", "H", "F"],
  "xyz": [[2.218, 1.007, 0.944], [-0.546, -2.035, 1.805], [-0.593, -0.715, 2.540], [-0.647, 0.401, 1.662], [-1.032, 1.646, 2.417], [-0.292, 1.821, 3.732], [1.143, 1.899, 3.406], [1.900, 1.870, 4.680], [3.310, 1.436, 4.482], [3.341, -0.032, 4.314], [3.125, -0.518, 2.973], [2.730, -1.935, 3.116], [2.730, -2.631, 1.797], [1.947, -1.801, 0.841], [0.527, -2.191, 0.709], [-1.487, -2.276, 1.286], [-0.443, -2.841, 2.530], [0.297, -0.633, 3.136], [-1.470, -0.777, 3.293], [-1.350, 0.234, 0.963], [-2.120, 1.660, 2.579], [-0.764, 2.459, 1.741], [-0.436, 0.892, 4.372], [-0.588, 2.719, 4.303], [1.398, 2.725, 2.865], [1.374, 1.209, 5.372], [1.854, 2.800, 5.295], [3.904, 1.640, 5.351], [3.792, 1.884, 3.594], [2.553, -0.502, 4.877], [4.208, -0.509, 4.867], [3.967, -0.467, 2.408], [1.717, -1.977, 3.521], [3.421, -2.491, 3.790], [2.288, -3.701, 1.861], [3.760, -2.617, 1.407], [2.341, -1.770, -0.120], [0.413, -3.267, 0.492], [0.153, -1.504, -0.065], [7.898, -2.018, -3.561], [6.346, -1.537, -2.745], [5.104, -1.929, -3.313], [3.955, -1.353, -2.854], [3.999, -0.452, -1.739], [2.949, 0.098, -1.235], [5.281, -0.044, -1.233], [5.475, 0.976, -0.198], [4.651, 1.394, 0.608], [6.425, -0.568, -1.799], [5.216, -2.569, -4.195], [3.060, -1.537, -3.373], [6.490, 1.321, -0.059], [7.424, -0.189, -1.573], [-3.176, -0.920, -4.129], [-2.146, -0.927, -2.989], [-0.777, -0.573, -3.555], [-2.029, -2.398, -2.420], [-2.854, 0.110, -1.473], [-2.232, 1.982, -1.729], [-0.729, 2.109, -1.602], [-2.592, 2.467, -3.122], [-2.892, 2.959, -0.708], [-4.709, -0.096, -1.168], [-5.623, 0.655, -2.205], [-5.180, -1.568, -1.054], [-5.080, 0.503, 0.277], [-2.789, -1.439, -4.988], [-3.388, 0.089, -4.477], [-4.178, -1.332, -3.926], [-0.451, -1.279, -4.345], [0.044, -0.557, -2.794], [-0.714, 0.452, -4.004], [-2.031, -3.088, -3.249], [-2.967, -2.654, -1.889], [-1.135, -2.616, -1.844], [-0.215, 1.450, -2.315], [-0.273, 1.872, -0.604], [-0.348, 3.086, -1.888], [-2.044, 1.931, -3.887], [-2.239, 3.546, -3.270], [-3.649, 2.401, -3.406], [-2.895, 2.467, 0.263], [-3.936, 3.325, -0.905], [-2.228, 3.846, -0.586], [-5.497, 0.155, -3.224], [-5.528, 1.712, -2.254], [-6.689, 0.500, -1.869], [-4.955, -2.215, -1.947], [-6.302, -1.612, -1.059], [-4.695, -2.110, -0.231], [-4.979, 1.610, 0.344], [-4.565, -0.009, 1.076], [-6.155, 0.272, 0.262], [1.909, 3.188, 1.025]],
  "spin_multiplicity": 7,
  "homo_energy_ha": [-0.2041, -0.1565],
  "energy_ev": -83465.299,
  "fmax_ev_per_a": 2.6
}